DFT (wB97M-V/def2-TZVPD) results for one molecule with the formula C20H31N3O4S.

The relative energy (zero: lowest compared OMol25 entry of this formula, charge and spin) comes out at 22.270 eV. The value obtained for the orbital gap is 7.440 eV. Its HOMO energy is -0.2544 hartree. The charge is 0.

Structure (XYZ):
```
59
Properties=species:S:1:pos:R:3:nbo_charge:R:1
C 4.872 4.470 -1.293 -0.243
O 4.533 3.107 -0.840 -0.481
C 3.321 2.954 -0.395 0.329
C 2.153 3.967 -0.558 -0.288
C 1.093 3.450 0.024 -0.141
C 0.974 2.207 0.692 0.064
N -0.325 1.728 0.835 -0.470
C -1.582 1.927 -0.024 -0.185
C -2.876 1.773 0.580 -0.240
N -2.835 0.648 1.721 -0.666
S -3.862 -0.597 1.322 2.361
O -4.956 -0.203 0.656 -0.935
O -3.982 -1.659 2.293 -0.948
C -2.817 -1.717 -0.011 -0.654
C -2.021 -2.690 0.432 -0.296
N -0.863 -3.302 -0.363 -0.561
C 0.295 -2.907 -0.436 0.683
O 0.816 -2.181 0.581 -0.745
C 0.964 -3.307 -1.960 -0.306
C 2.448 -3.357 -1.446 -0.411
C 3.092 -1.777 -1.178 -0.253
C 2.829 -1.146 -2.491 -0.440
C 1.414 -0.834 -2.459 -0.385
C 0.676 -2.237 -2.729 -0.409
C -1.930 0.592 2.652 -0.211
C -0.518 0.507 1.728 -0.236
C 1.961 1.292 0.500 -0.187
C 3.237 1.710 0.066 -0.309
H 5.805 4.483 -1.592 0.190
H 4.387 4.680 -2.266 0.168
H 4.676 5.214 -0.679 0.173
H 2.351 4.852 -0.968 0.211
H 0.288 3.888 0.047 0.167
H -1.365 2.554 -0.606 0.183
H -1.445 0.858 -0.520 0.159
H -3.825 1.511 -0.095 0.284
H -3.011 2.672 1.385 0.202
H -3.598 -2.055 -0.843 0.206
H -2.472 -0.946 -0.597 0.208
H -1.378 -2.260 1.382 0.245
H -2.631 -3.424 0.957 0.236
H -1.172 -3.812 -1.077 0.372
H 0.611 -4.228 -1.774 0.233
H 2.750 -3.964 -0.583 0.228
H 3.142 -3.880 -2.316 0.179
H 2.699 -1.472 -0.472 0.151
H 4.350 -2.139 -0.939 0.175
H 3.272 0.055 -2.206 0.198
H 3.285 -1.596 -3.374 0.235
H 0.900 -0.499 -1.619 0.230
H 1.038 -0.064 -3.345 0.206
H -0.388 -2.231 -3.027 0.221
H 1.070 -2.571 -3.856 0.189
H -2.119 -0.311 3.250 0.239
H -1.944 1.368 3.171 0.179
H 0.451 0.636 2.592 0.203
H -0.352 -0.401 1.232 0.221
H 2.008 0.126 0.961 0.243
H 4.027 1.062 0.272 0.229
```